No. 1
{"formula": "C15H33N2O2P", "method": "the ωB97M-V functional and the def2-TZVPD basis", "species": ["O", "O", "C", "C", "N", "N", "P", "C", "C", "C", "C", "C", "C", "C", "C", "C", "C", "C", "C", "C", "H", "H", "H", "H", "H", "H", "H", "H", "H", "H", "H", "H", "H", "H", "H", "H", "H", "H", "H", "H", "H", "H", "H", "H", "H", "H", "H", "H", "H", "H", "H", "H", "H"], "xyz": [[-0.7996, -4.3756, -2.8882], [-2.5115, -4.0374, 1.2921], [0.1568, -4.5991, -2.1585], [-2.0585, -4.0672, 0.1511], [-2.6742, -4.7263, -0.8358], [0.2629, -4.1489, -0.9068], [1.4386, 4.7624, 0.6972], [1.3153, -5.4231, -2.6661], [-3.9400, -5.4440, -0.6998], [0.9413, 6.1673, 3.0248], [-1.2804, 4.8189, 0.1261], [2.5974, 2.3050, 1.1612], [1.2810, -0.9873, 0.2957], [1.3678, 6.3752, 1.5769], [0.0267, 4.1830, -0.3319], [2.9596, 3.7418, 0.8132], [-1.8872, -1.0877, 0.0738], [0.4207, -1.1833, -0.9615], [-0.9128, -1.9435, -0.7556], [-0.7220, -3.3544, -0.1382], [-2.2341, -4.6962, -1.7497], [1.1066, -4.3974, -0.4168], [2.2360, -4.8502, -2.5716], [1.3855, -6.3406, -2.0846], [1.1437, -5.6665, -3.7141], [-4.0840, -6.1099, -1.5516], [-3.9391, -6.0318, 0.2204], [-4.7632, -4.7293, -0.6572], [0.9066, 7.1263, 3.5501], [1.6510, 5.5123, 3.5392], [-0.0516, 5.7096, 3.0669], [-2.1102, 4.4482, -0.4829], [-1.2333, 5.9069, 0.0233], [-1.4780, 4.5709, 1.1737], [3.5005, 1.6924, 1.2337], [1.9506, 1.8847, 0.3873], [2.0700, 2.2661, 2.1190], [2.1980, -0.4677, 0.0184], [0.7463, -0.3916, 1.0350], [1.5566, -1.9479, 0.7282], [0.6612, 7.0419, 1.0741], [2.3537, 6.8494, 1.5482], [-0.0545, 3.0941, -0.2607], [0.2130, 4.4395, -1.3792], [3.6211, 4.1540, 1.5814], [3.4928, 3.7676, -0.1420], [-1.9529, -0.0829, -0.3445], [-2.8860, -1.5248, 0.0524], [-1.5563, -1.0267, 1.1110], [1.0195, -1.7129, -1.7030], [0.2020, -0.2007, -1.3816], [-1.3656, -2.0633, -1.7409], [-0.2881, -3.1993, 0.8487]], "atomic_forces_ev_per_a": [[-0.4, 0.1, 0.0], [0.2, 0.2, -0.2], [0.0, -0.2, -1.0], [-0.3, -0.4, 1.0], [0.1, -0.3, -1.1], [-0.1, 0.2, 1.1], [0.0, 0.0, 0.4], [0.0, 0.1, 0.0], [0.3, 0.4, 0.4], [-0.1, 0.3, 0.2], [0.0, 0.0, 0.1], [0.1, -0.1, 0.1], [-0.4, -0.1, -0.5], [-0.1, -0.4, 0.1], [0.3, 0.2, -0.4], [-0.2, 0.0, -0.4], [0.1, -0.5, -0.1], [0.1, -0.5, 0.3], [-0.1, 0.5, -0.1], [0.1, 0.5, -0.6], [-0.1, 0.1, 0.0], [-0.1, 0.0, 0.0], [0.2, -0.1, 0.0], [0.2, -0.1, 0.0], [0.0, 0.0, 0.2], [0.1, 0.1, 0.0], [0.0, 0.1, -0.1], [-0.1, -0.1, 0.0], [0.0, 0.0, 0.1], [-0.2, 0.1, 0.0], [0.2, 0.0, 0.1], [0.1, 0.1, 0.0], [-0.1, -0.1, 0.0], [0.0, 0.1, -0.1], [-0.1, -0.1, -0.1], [0.1, -0.1, 0.1], [0.0, 0.0, -0.2], [0.0, 0.0, 0.1], [0.1, 0.0, 0.1], [0.1, 0.0, 0.2], [0.2, -0.1, -0.1], [-0.1, 0.0, -0.2], [0.2, 0.1, 0.1], [-0.2, -0.2, 0.0], [-0.2, 0.2, -0.1], [0.2, 0.0, 0.2], [0.1, 0.0, 0.0], [0.0, 0.0, 0.2], [-0.1, 0.1, 0.1], [0.0, 0.0, -0.1], [-0.1, 0.0, -0.1], [0.1, -0.1, -0.1], [0.0, -0.2, 0.0]], "nbo_charge": [-0.662, -0.645, 0.687, 0.660, -0.622, -0.605, 0.571, -0.706, -0.411, -0.604, -0.606, -0.607, -0.615, -0.651, -0.642, -0.649, -0.611, -0.390, -0.217, -0.129, 0.430, 0.401, 0.225, 0.230, 0.246, 0.205, 0.216, 0.199, 0.193, 0.204, 0.207, 0.213, 0.204, 0.212, 0.203, 0.199, 0.214, 0.216, 0.210, 0.190, 0.231, 0.230, 0.226, 0.208, 0.235, 0.211, 0.208, 0.221, 0.209, 0.199, 0.205, 0.223, 0.233], "e_homo_ha": -0.234, "smiles": "CC[C@H](C)[C@H](NC(C)=O)C(=O)NC.CCP(CC)CC", "charge": 0, "gap_ev": 6.96}

***

No. 2
{"formula": "C37H34BrNO6P", "method": "the ωB97M-V functional and the def2-TZVPD basis", "species": ["C", "C", "C", "C", "C", "P", "O", "Br", "C", "C", "C", "C", "N", "O", "H", "H", "H", "H", "H", "H", "H", "H", "H", "H", "H", "H", "H", "H", "H", "H", "H", "H", "C", "C", "C", "C", "C", "C", "C", "O", "C", "C", "C", "C", "C", "C", "C", "O", "H", "H", "H", "H", "H", "H", "H", "H", "C", "C", "C", "C", "C", "C", "C", "O", "C", "C", "C", "C", "C", "C", "C", "O", "H", "H", "H", "H", "H", "H", "H", "H"], "xyz": [[1.2870, -1.9074, 4.5102], [0.0174, -1.8591, 3.6625], [0.4092, -2.0360, 2.1795], [-0.9335, -2.9797, 4.1338], [-2.3630, -2.8291, 3.5938], [-3.3798, -4.2167, 4.2448], [-4.8361, -3.8791, 3.6018], [-2.6403, -5.7704, 2.7697], [-2.9125, -1.4655, 4.0236], [-2.0681, -0.3148, 3.4488], [-2.5563, 1.0160, 4.0180], [-2.1931, -0.2369, 1.9251], [-0.6529, -0.5345, 3.8999], [-0.3894, -0.0057, 5.0274], [1.8296, -2.8226, 4.2528], [1.9308, -1.0554, 4.2854], [1.0675, -1.9266, 5.5756], [-0.1641, -2.8401, 1.7041], [1.4611, -2.3257, 2.1093], [0.2832, -1.1262, 1.5947], [-0.5096, -3.9304, 3.7895], [-0.9623, -2.9839, 5.2297], [-2.3414, -2.8937, 2.4971], [-4.8037, -3.2604, 2.8736], [-2.8934, -1.3927, 5.1194], [-3.9516, -1.3194, 3.7033], [-3.5152, 1.2611, 3.5507], [-1.8478, 1.8143, 3.7948], [-2.7073, 0.9630, 5.0961], [-1.7131, 0.6697, 1.5522], [-3.2590, -0.1711, 1.6759], [-1.7888, -1.0885, 1.3943], [-2.5462, -4.1173, -1.2010], [-2.9877, -4.6503, -2.4085], [-2.8766, -3.9122, -3.5770], [-2.3468, -2.6266, -3.5422], [-1.9381, -2.0835, -2.3246], [-2.0252, -2.8391, -1.1660], [-1.4185, -0.6924, -2.2266], [-1.0760, -0.2240, -1.1588], [-1.3363, 0.0973, -3.4830], [-0.8856, 1.4059, -3.4145], [-0.7430, 2.1502, -4.5686], [-1.0573, 1.5947, -5.8035], [-1.5431, 0.2975, -5.8761], [-1.6846, -0.4578, -4.7174], [-2.2111, -1.8523, -4.8144], [-2.5115, -2.3421, -5.8807], [-2.6187, -4.6886, -0.2842], [-3.4083, -5.6467, -2.4384], [-3.1974, -4.3175, -4.5267], [-1.6847, -2.4018, -0.2410], [-0.6297, 1.8275, -2.4535], [-0.3614, 3.1599, -4.4981], [-0.9260, 2.1731, -6.7083], [-1.8039, -0.1506, -6.8250], [5.0603, 5.2521, -4.1113], [6.2247, 5.1447, -3.3589], [6.2065, 4.4943, -2.1373], [5.0208, 3.9518, -1.6583], [3.8495, 4.0689, -2.4087], [3.8754, 4.7165, -3.6376], [2.5573, 3.5207, -1.9077], [1.5370, 3.6097, -2.5580], [2.5575, 2.8520, -0.5727], [1.3614, 2.3544, -0.0676], [1.3391, 1.7193, 1.1622], [2.5134, 1.5750, 1.8928], [3.7080, 2.0677, 1.3959], [3.7349, 2.7094, 0.1641], [5.0323, 3.2420, -0.3440], [6.0591, 3.1042, 0.2837], [5.0789, 5.7569, -5.0681], [7.1485, 5.5696, -3.7286], [7.1031, 4.3964, -1.5411], [2.9596, 4.7933, -4.2070], [0.4572, 2.4689, -0.6479], [0.4050, 1.3348, 1.5526], [2.4947, 1.0770, 2.8534], [4.6304, 1.9641, 1.9505]], "atomic_forces_ev_per_a": [[0.0, -0.2, -0.1], [0.0, 0.0, -0.1], [0.0, -0.2, -0.1], [0.0, -0.1, -0.3], [0.4, 0.3, -0.1], [-0.1, -0.1, 0.0], [0.0, 0.0, 0.5], [0.1, -0.1, 0.0], [-0.1, -0.1, 0.0], [0.0, 0.0, -0.1], [-0.2, -0.1, 0.1], [-0.2, 0.0, 0.2], [-0.2, -0.2, 0.1], [0.2, 0.3, 0.2], [-0.1, 0.1, 0.0], [0.0, 0.0, 0.1], [0.0, 0.1, 0.0], [0.0, 0.2, 0.0], [-0.1, 0.0, 0.0], [0.0, 0.0, 0.0], [0.0, 0.1, 0.2], [0.0, 0.0, -0.1], [-0.1, -0.1, 0.1], [-0.1, 0.2, -0.5], [0.0, 0.0, -0.1], [0.1, 0.0, 0.1], [0.1, 0.0, 0.0], [0.0, 0.0, 0.0], [0.1, 0.1, -0.1], [0.0, -0.1, -0.1], [0.1, 0.0, 0.0], [0.1, 0.0, 0.0], [-0.1, -0.1, 0.0], [0.1, 0.0, 0.0], [0.0, 0.0, 0.0], [0.0, 0.0, 0.0], [0.0, 0.1, 0.0], [0.0, -0.1, 0.1], [0.0, 0.0, 0.0], [0.0, 0.0, 0.0], [-0.1, -0.1, 0.0], [0.1, 0.1, 0.1], [0.1, 0.2, -0.1], [-0.1, -0.1, 0.1], [0.1, 0.0, 0.0], [0.0, 0.0, 0.0], [0.1, 0.0, 0.1], [0.0, 0.0, 0.0], [0.0, -0.1, 0.0], [0.0, 0.0, 0.0], [0.0, 0.0, 0.0], [0.0, 0.0, 0.1], [0.0, 0.0, 0.0], [0.0, 0.0, 0.0], [0.0, 0.0, 0.0], [0.0, 0.0, 0.0], [0.0, 0.0, 0.0], [0.0, 0.0, 0.0], [0.0, 0.0, 0.0], [0.0, 0.0, 0.0], [0.0, 0.0, 0.1], [0.0, 0.0, 0.0], [0.0, -0.1, 0.1], [-0.1, 0.1, -0.1], [0.0, 0.0, -0.1], [0.0, 0.0, 0.0], [0.0, 0.0, 0.0], [0.0, 0.0, 0.0], [0.0, 0.0, 0.0], [0.0, 0.0, 0.0], [-0.1, 0.0, 0.0], [0.0, 0.0, 0.0], [0.0, 0.0, 0.0], [0.0, 0.0, 0.0], [0.0, 0.0, 0.0], [0.0, 0.0, 0.0], [0.0, 0.0, 0.0], [0.1, 0.0, 0.0], [0.0, 0.0, 0.0], [0.0, 0.0, 0.0]], "lowdin_spin": [-0.002, 0.023, 0.005, 0.017, 0.001, 0.001, 0.001, 0.000, 0.017, 0.024, -0.002, 0.004, 0.387, 0.514, 0.000, 0.000, 0.000, 0.000, 0.000, 0.001, 0.002, 0.001, 0.000, 0.000, 0.001, 0.002, 0.000, 0.000, 0.000, 0.001, 0.000, 0.000, 0.000, 0.000, 0.000, 0.000, 0.000, 0.000, 0.000, 0.000, 0.000, 0.000, 0.000, 0.000, 0.000, 0.000, 0.000, 0.000, 0.000, 0.000, 0.000, 0.000, 0.000, 0.000, 0.000, 0.000, 0.000, 0.000, 0.000, 0.000, 0.000, 0.000, 0.000, 0.000, 0.000, 0.000, 0.001, 0.000, 0.000, 0.000, 0.000, 0.000, 0.000, 0.000, 0.000, 0.000, 0.000, 0.001, 0.000, 0.000], "spin_multiplicity": 2, "e_homo_ha": [-0.305, -0.353], "charge": 0, "gap_ev": [7.18, 8.49], "s2": 0.754}

***

No. 3
{"formula": "C20H35ClF6N3O4", "method": "the ωB97M-V functional and the def2-TZVPD basis", "species": ["C", "C", "C", "Cl", "N", "C", "C", "F", "N", "C", "C", "C", "O", "C", "C", "O", "C", "N", "C", "C", "C", "C", "F", "F", "C", "F", "F", "F", "H", "H", "H", "H", "H", "H", "H", "H", "H", "H", "H", "H", "H", "H", "H", "H", "H", "H", "H", "H", "H", "H", "H", "H", "H", "C", "O", "C", "C", "O", "C", "H", "H", "H", "H", "H", "H", "H", "H", "H", "H"], "xyz": [[-2.5503, -1.2116, -2.6152], [-1.2304, -0.6453, -3.1618], [-0.0285, -1.0863, -2.3436], [1.4807, -0.2469, -2.8920], [-0.2384, -0.7829, -0.9431], [-0.7117, 0.5326, -0.5415], [-0.7220, 0.3054, 0.9913], [-1.9956, -0.0128, 1.3454], [0.2214, -0.7728, 1.2109], [1.3249, -0.1952, 2.0363], [0.8813, 0.1323, 3.4786], [-0.1507, -0.8415, 4.0467], [-0.7591, -0.2380, 5.1920], [-0.3058, -0.7254, 6.3684], [-1.3042, -0.6238, 7.5007], [0.7747, -1.1633, 6.5299], [0.5317, -1.3353, -0.0176], [1.3672, -2.2917, -0.2767], [2.1841, -2.9505, 0.7652], [3.6177, -2.3785, 0.6509], [4.5281, -2.8173, 1.8160], [5.2977, -1.6595, 2.3984], [4.5018, -0.6373, 2.7713], [5.9170, -2.0745, 3.5010], [6.3938, -1.0901, 1.4877], [5.9253, -0.7092, 0.3110], [7.3277, -1.9827, 1.2865], [6.9527, -0.0580, 2.0520], [-2.6849, -2.2561, -2.8823], [-3.3668, -0.6455, -3.0578], [-2.6556, -1.0728, -1.5430], [-1.1048, -1.0332, -4.1698], [-1.3007, 0.4395, -3.1978], [0.1028, -2.1566, -2.4566], [-1.6693, 0.8601, -0.9102], [0.1369, 1.1936, -0.7342], [-0.4551, 1.2744, 1.3942], [1.6875, 0.7368, 1.5987], [2.1912, -0.8348, 2.1237], [0.4073, 1.1144, 3.4503], [1.7303, 0.1878, 4.1536], [-0.9588, -1.0547, 3.3554], [0.3296, -1.7948, 4.2678], [-1.9723, 0.2025, 7.2649], [-0.7508, -0.3406, 8.3879], [-1.8579, -1.5483, 7.6097], [1.5040, -2.6551, -1.2067], [1.7751, -2.7480, 1.7441], [2.2206, -4.0143, 0.5630], [4.0096, -2.6135, -0.3358], [3.4917, -1.2988, 0.6840], [5.2639, -3.5105, 1.4213], [3.9458, -3.2480, 2.6280], [-4.3366, 3.0055, -6.3925], [-4.9429, 3.6849, -5.3049], [-4.9692, 2.9220, -4.1120], [-3.8767, 3.3484, -3.1530], [-2.5800, 3.0611, -3.6676], [-1.9394, 4.2050, -4.2170], [-4.1459, 3.7352, -7.1773], [-3.3890, 2.5441, -6.1039], [-5.0130, 2.2386, -6.7832], [-4.8926, 1.8521, -4.3338], [-5.9384, 3.0988, -3.6359], [-3.9853, 2.7830, -2.2209], [-3.9679, 4.4113, -2.9131], [-1.5830, 4.8594, -3.4150], [-2.6072, 4.7639, -4.8744], [-1.0832, 3.8629, -4.7969]], "atomic_forces_ev_per_a": [[0.1, 0.4, -0.2], [-0.4, -0.4, 0.1], [-0.6, 0.5, 0.1], [-0.1, -0.3, -0.1], [-0.2, -0.5, -2.0], [1.4, -0.6, 1.6], [-0.9, 0.8, -2.5], [-0.2, -0.4, 0.6], [1.4, 0.8, 0.7], [0.7, -0.2, 1.4], [-1.0, 0.0, -0.7], [0.5, 0.4, -0.4], [-0.3, -0.9, -0.3], [-1.7, 0.7, 1.2], [0.2, 1.2, -0.8], [2.1, -1.0, -0.3], [-1.5, 1.0, 0.3], [0.7, -1.2, 1.4], [1.1, 0.4, -0.7], [-0.8, 0.2, 0.5], [-0.3, 0.4, -1.1], [0.1, -0.4, -0.3], [-0.7, 0.5, -0.1], [0.5, -0.4, 0.9], [-0.2, 0.1, 0.3], [-0.7, 0.2, -0.9], [0.8, -1.3, -0.3], [0.4, 1.3, 0.8], [0.0, -0.1, 0.2], [-0.1, -0.1, -0.2], [0.0, -0.2, 0.2], [0.2, 0.3, -0.2], [0.2, 0.1, -0.1], [0.2, -0.1, -0.1], [-0.1, -0.1, -0.3], [-0.5, 0.6, -0.4], [0.1, -0.3, 1.0], [0.0, -0.1, -0.3], [-0.2, -0.3, -0.4], [0.0, 0.1, 0.3], [0.2, 0.0, -0.1], [-0.1, 0.2, -0.1], [-0.1, 0.0, 0.4], [-0.4, -0.2, 0.1], [0.0, -0.4, 0.3], [0.0, -0.1, 0.1], [-0.1, 0.4, -0.1], [-0.3, -0.2, 0.1], [-0.4, -0.2, 0.1], [0.2, -0.1, 0.1], [0.2, 0.1, -0.2], [0.0, -0.4, 0.4], [0.1, -0.2, 0.1], [-0.1, 0.0, 0.0], [0.2, -0.1, 0.0], [-0.2, 0.3, 0.0], [0.1, -0.3, 0.0], [0.0, 0.0, 0.0], [0.1, 0.0, 0.0], [-0.1, 0.0, 0.0], [0.0, 0.0, 0.0], [0.1, 0.0, 0.0], [0.1, 0.0, 0.0], [0.0, 0.0, 0.0], [-0.1, 0.0, 0.0], [0.0, 0.0, -0.1], [0.0, 0.1, 0.0], [0.0, 0.0, 0.0], [0.0, 0.0, 0.0]], "nbo_charge": [-0.617, -0.441, -0.005, -0.055, -0.398, -0.248, 0.343, -0.331, -0.438, -0.236, -0.439, -0.082, -0.514, 0.806, -0.717, -0.580, 0.724, -0.531, -0.217, -0.412, -0.479, 0.617, -0.329, -0.303, 0.913, -0.316, -0.299, -0.290, 0.222, 0.237, 0.205, 0.242, 0.240, 0.210, 0.260, 0.217, 0.196, 0.205, 0.228, 0.210, 0.253, 0.197, 0.199, 0.231, 0.243, 0.247, 0.438, 0.221, 0.228, 0.229, 0.216, 0.255, 0.240, -0.255, -0.545, -0.088, -0.088, -0.570, -0.257, 0.198, 0.171, 0.172, 0.167, 0.193, 0.172, 0.185, 0.169, 0.191, 0.191], "e_homo_ha": -0.415, "charge": 1, "gap_ev": 8.60}

***

Number 1: energy -1192.65876 a.u.. Number 2: energy -4851.95142 a.u.. Number 3: energy -2307.46112 a.u..